Computed, not measured: an isolated molecule of C7H8O3, with ωB97M-V/def2-TZVPD.

The calculation puts the total energy at -497.21279 hartree. The energy above the lowest of the compared OMol25 structures with the same formula, charge and spin comes out at 32.5 kcal per mole. For the highest occupied orbital energy, the calculation gives -9.046 eV. As for the SMILES: CCc1occc(=O)c1O.

Structure (ORCA input):
```
! RIJCOSX wB97M-V def2-TZVPD def2/J DEFGRID3
* xyz 0 1
C 2.45541 0.18575 -0.43897
C 1.14346 -0.02343 -1.19008
C -0.05070 -0.10777 -0.31148
O -0.04062 -1.35314 0.30134
C -1.22369 -1.72883 0.90034
C -2.13303 -0.84296 1.28684
C -2.02789 0.57972 0.93140
O -2.73570 1.49093 1.28907
C -0.88297 0.86947 0.03130
O -0.88742 2.14624 -0.47758
H 3.28444 0.08467 -1.13484
H 2.58492 -0.56848 0.31762
H 2.56025 1.14361 0.00606
H 1.01744 0.78216 -1.96504
H 1.27515 -0.99707 -1.66475
H -1.33472 -2.79802 1.06930
H -3.03116 -1.11973 1.80279
H 0.02681 2.25689 -0.75335
*
```

Atom charges from the Mulliken analysis, given in e for atoms 1 to 4:
1. C -1.072
2. C -0.728
3. C 0.328
4. O -0.319

Computed, not measured: a structure of composition C36H37GeN9O2SSeTi, with ωB97M-V/def2-TZVPD.

The calculation puts the total energy at -7762.85606 hartree. The energy above the lowest of the compared OMol25 structures with the same formula, charge and spin comes out at 27.5 kcal per mole. For the highest occupied orbital energy, the calculation gives -12.193 eV.

Structure (ORCA input):
```
! RIJCOSX wB97M-V def2-TZVPD def2/J DEFGRID3
* xyz 2 1
Ti -0.41468 0.06713 -0.77165
N -0.94208 3.82913 1.53575
C -0.14968 2.74653 1.46035
N -0.36598 2.13213 0.31505
C -1.33798 2.88853 -0.28545
N -1.68678 3.92603 0.44465
C -1.85548 2.53763 -1.59315
C -2.63188 3.40803 -2.37205
N -3.02708 3.06983 -3.57815
C -2.67068 1.88303 -4.04815
C -1.92648 0.99153 -3.28385
N -1.52868 1.31643 -2.05105
H -1.03008 4.52333 2.26615
H 0.55462 2.44783 2.21295
H -2.92178 4.38123 -2.00435
H -3.00398 1.64463 -5.04895
H -1.65798 -0.00217 -3.64035
C 4.54952 5.45933 4.33515
O 3.29182 4.81143 4.37805
C 3.19282 3.55423 4.82365
C 4.24692 2.75183 5.27845
C 4.02022 1.44533 5.64385
C 2.74822 0.87603 5.49435
C 1.67572 1.69893 5.10635
C 1.89432 3.01693 4.80855
N 2.61582 -0.46837 5.75055
N 1.76042 -1.17967 5.24245
C 0.99422 -0.98847 4.14115
C -0.38078 -1.23387 4.15755
C -1.17788 -1.03367 3.04025
C -0.61208 -0.63847 1.83045
O -1.26348 -0.35297 0.71415
C 0.79662 -0.49607 1.75225
N 1.28412 -0.16147 0.52655
C 2.58362 0.04543 0.40685
C 3.47552 -0.08957 1.47185
C 3.00122 -0.47587 2.70885
C 1.62682 -0.66467 2.89085
H 4.36062 6.43353 3.88775
H 5.25862 4.90793 3.71275
H 4.96522 5.59923 5.33405
H 5.24262 3.15183 5.36715
H 4.83062 0.83133 6.00235
H 0.67052 1.30193 5.10035
H 1.07482 3.67693 4.56915
H -0.84338 -1.50787 5.09195
H -2.24808 -1.16357 3.10775
H 2.96222 0.29953 -0.57685
H 4.52752 0.08753 1.31505
H 3.68792 -0.64207 3.52495
S 1.85822 -3.00927 -3.12375
C 0.93442 -3.88747 -1.98895
C 0.15302 -3.08977 -1.19515
C 0.27012 -1.71277 -1.48155
C 1.18422 -1.52007 -2.50905
C 1.61342 -0.21257 -2.91115
C 2.58152 0.02133 -3.89995
C 2.97702 1.31463 -4.16115
C 2.39622 2.35543 -3.43755
C 1.44762 2.05103 -2.48135
N 1.05022 0.80333 -2.20995
H 1.01582 -4.95827 -1.97095
H -0.48078 -3.49527 -0.42055
H 3.00582 -0.81237 -4.43815
H 3.72752 1.51853 -4.90715
H 2.67742 3.37833 -3.62205
H 0.98792 2.84393 -1.89765
C -2.15718 -3.26397 -4.57745
Ge -3.60968 -3.72787 -3.30155
C -5.22708 -4.43207 -4.19315
C -2.97308 -5.06097 -1.97495
C -4.17648 -1.94507 -2.49105
Se -3.10258 -1.06537 -1.09425
C -3.47778 -2.37137 0.30135
H -1.74708 -4.16577 -5.02155
H -1.34948 -2.73087 -4.07885
H -2.54308 -2.64587 -5.38345
H -4.98038 -5.36787 -4.68605
H -5.61988 -3.74917 -4.93925
H -6.01218 -4.63437 -3.46975
H -2.59938 -5.92097 -2.52475
H -3.78478 -5.40907 -1.34195
H -2.16818 -4.68717 -1.35285
H -5.17278 -2.03947 -2.05125
H -4.25018 -1.21937 -3.30545
H -3.93588 -3.23737 -0.16555
H -4.17398 -1.91557 1.00325
H -2.55458 -2.64267 0.80855
*
```

Atom charges from the Mulliken analysis, given in e for atoms 1 to 4:
1. Ti -1.487
2. N 0.280
3. C -0.688
4. N 0.264

Computed, not measured: a cluster of 2 separate species, C16H10Cl4NO4 in total, with ωB97M-V/def2-TZVPD.

The calculation puts the total energy at -2812.21638 hartree. The energy above the lowest of the compared OMol25 structures with the same formula, charge and spin comes out at 0.0 kcal per mole. For the highest occupied orbital energy, the calculation gives -4.628 eV.

Structure (ORCA input):
```
! RIJCOSX wB97M-V def2-TZVPD def2/J DEFGRID3
* xyz -1 1
Cl 2.23407 -1.56945 2.46344
C 0.82772 -0.57812 2.33950
C 0.92398 0.75632 2.06510
Cl 2.44965 1.53908 1.85245
C -0.29180 1.56723 1.66986
O -0.18390 2.59456 1.03507
C -1.64144 0.95174 2.00544
Cl -2.93900 1.68431 1.09807
C -1.71755 -0.42705 2.25134
Cl -3.25871 -1.12413 2.56496
C -0.50740 -1.28569 2.36993
O -0.58387 -2.50434 2.51999
C -6.30203 5.70504 2.38069
C -5.23864 6.11558 3.19116
C -4.60670 5.19640 4.02514
C -5.01673 3.85841 4.05479
C -4.37992 2.90194 5.05143
C -3.65209 1.66458 4.49904
C -3.12208 0.83925 5.65115
O -1.70927 1.14548 5.78202
C -1.31409 1.72859 4.60135
O -0.15426 2.08426 4.45843
N -2.38078 1.80303 3.70937
C -6.06391 3.44347 3.21857
C -6.71820 4.36926 2.39599
H -6.80507 6.42869 1.74201
H -4.89345 7.14661 3.18388
H -3.76170 5.48806 4.64863
H -3.71154 3.45157 5.72909
H -5.19157 2.55079 5.71147
H -4.34948 1.07379 3.88756
H -3.59452 1.09193 6.61065
H -3.27847 -0.21319 5.35310
H -6.35829 2.39260 3.22430
H -7.54183 4.02729 1.76890
*
```

Atom charges from the Mulliken analysis, given in e for atoms 1 to 4:
1. Cl -0.176
2. C 0.395
3. C 0.206
4. Cl -0.183

Computed, not measured: an isolated molecule of C10H22BN, with ωB97M-V/def2-TZVPD.

The calculation puts the total energy at -473.76528 hartree. The energy above the lowest of the compared OMol25 structures with the same formula, charge and spin comes out at 0.0 kcal per mole. For the highest occupied orbital energy, the calculation gives -8.901 eV. As for the SMILES: C=C(C)N(B(CC)CC)C(C)C.

Structure (ORCA input):
```
! RIJCOSX wB97M-V def2-TZVPD def2/J DEFGRID3
* xyz 0 1
C -1.53438 -2.19040 1.06237
C -0.98468 -1.59689 0.00070
C -1.21557 -1.99989 -1.39359
N -0.41901 -0.19797 0.15994
B 0.99259 -0.02329 0.62442
C 1.92070 -1.24924 0.45960
C 2.66321 -1.12643 -0.87980
C 1.49645 1.32217 1.25576
C 2.21307 2.21118 0.15532
C -1.30308 0.97724 -0.08417
C -2.17939 1.21904 1.04422
C -2.13342 1.15547 -1.33389
H -1.17271 -1.63455 1.90620
H -2.22548 -3.01031 1.13682
H -1.61480 -1.16561 -1.92100
H -1.97033 -2.85859 -1.41675
H -0.29285 -2.22044 -1.88379
H 1.49976 -2.25664 0.54029
H 2.63926 -1.23728 1.27262
H 3.17893 -0.10772 -0.86985
H 3.45256 -1.90579 -0.84160
H 1.94505 -1.44361 -1.67212
H 2.37459 1.09387 1.90404
H 0.56604 1.89561 1.58545
H 1.72127 2.24706 -0.82617
H 2.17676 3.31092 0.44584
H 3.16359 1.79304 0.08094
H -0.64754 1.85840 -0.07499
H -2.91886 0.42311 1.08843
H -1.57296 1.03925 2.03393
H -2.78399 2.14046 1.13944
H -3.05915 0.56165 -1.09241
H -1.49426 0.84826 -2.18494
H -2.48138 2.12790 -1.42124
*
```

Atom charges from the Mulliken analysis, given in e for atoms 1 to 4:
1. C -1.029
2. C 0.322
3. C -1.048
4. N 0.439

Computed, not measured: a structure of composition C37H34ClF4GeN4RuS, with ωB97M-V/def2-TZVPD.

The calculation puts the total energy at -5078.88389 hartree. The energy above the lowest of the compared OMol25 structures with the same formula, charge and spin comes out at 33.5 kcal per mole. For the highest occupied orbital energy (alpha / beta), the calculation gives 0.658 / -1.784 eV.

Structure (ORCA input):
```
! RIJCOSX wB97M-V def2-TZVPD def2/J DEFGRID3
* xyz -2 6
Ru 0.22234 -0.05407 0.41208
C 0.05861 -3.65693 1.83517
C -0.48948 -3.48400 0.42883
N 0.31274 -2.60962 -0.44518
C 1.59560 -3.26928 -0.74123
C 2.76246 -2.36538 -1.09749
C -0.48719 -2.32517 -1.64133
C -0.11314 -1.09351 -2.44565
N -0.22996 0.13013 -1.66654
C -0.29127 1.30015 -2.30968
C -0.54288 2.49691 -1.58092
F -0.72200 2.41462 -0.24559
C -0.64816 3.73271 -2.16176
F -0.90946 4.79357 -1.36606
C -0.51729 3.93514 -3.52750
C -0.25819 2.79818 -4.26181
F -0.08840 2.90462 -5.60277
C -0.14226 1.54391 -3.70283
F 0.18731 0.53810 -4.56026
H -0.72367 -4.08723 2.46500
H 0.33280 -2.68847 2.25248
H 0.92427 -4.32003 1.88664
H -1.47441 -3.02050 0.51009
H -0.62155 -4.46878 -0.05870
H 1.43236 -4.01560 -1.54004
H 1.87635 -3.82812 0.14991
H 2.72311 -2.00071 -2.12147
H 3.70033 -2.91456 -0.98075
H 2.79029 -1.50247 -0.43542
H -1.51700 -2.18849 -1.30584
H -0.46315 -3.19533 -2.32299
H -0.80186 -1.08587 -3.29719
H 0.89058 -1.21324 -2.86935
H -0.60023 4.91069 -3.97889
S 1.50535 -0.61730 5.04309
C 1.10640 -0.38640 3.46746
N 0.80796 -0.25020 2.34971
C -1.59963 -0.57466 0.87623
Ge -3.29434 -0.69423 1.62499
C -3.50014 0.17342 3.38241
C -2.56856 -0.11683 4.38352
C -2.63605 0.49548 5.62736
C -3.63688 1.42212 5.89092
C -4.55641 1.74001 4.90147
C -4.48287 1.12275 3.65744
C -4.65722 0.02296 0.38396
C -4.22786 0.48404 -0.86113
C -5.14107 0.90121 -1.82357
C -6.50200 0.86215 -1.55323
C -6.94667 0.40648 -0.31807
C -6.02881 -0.01261 0.63733
C -3.92829 -2.56298 1.89529
C -3.91966 -3.20030 3.13489
C -4.31044 -4.52898 3.26806
C -4.71972 -5.24927 2.15508
C -4.74018 -4.63119 0.91091
C -4.34969 -3.30417 0.78919
H -1.74962 -0.79931 4.17557
H -1.89178 0.26505 6.37996
H -3.68553 1.91061 6.85745
H -5.32467 2.48135 5.09229
H -5.19678 1.39626 2.88824
H -3.16013 0.52178 -1.06387
H -4.78657 1.25884 -2.78339
H -7.21595 1.18509 -2.30254
H -8.00912 0.37272 -0.10274
H -6.39069 -0.38584 1.59090
H -3.60468 -2.65422 4.01767
H -4.28987 -5.00211 4.24337
H -5.01791 -6.28673 2.25463
H -5.05765 -5.18453 0.03421
H -4.37146 -2.83452 -0.18987
Cl 4.56594 1.50610 -3.20691
C 3.90951 1.58459 -1.57055
C 4.61794 2.30797 -0.58923
C 3.94345 2.37793 0.66612
C 2.76965 1.71792 0.87381
N 2.13752 0.94148 -0.07527
C 2.72989 0.95735 -1.32393
H 5.56912 2.77529 -0.78903
H 4.35922 2.95961 1.48082
H 2.27572 1.77357 1.83515
H 2.21101 0.44617 -2.12000
*
```

Atom charges from the Mulliken analysis, given in e for atoms 1 to 4:
1. Ru -0.287
2. C -1.201
3. C 0.222
4. N 1.609